# 1
Molecular formula: H14NO5
Method: DFT, ωB97M-V with the def2-TZVPD basis set

```
! RIJCOSX wB97M-V def2-TZVPD def2/J DEFGRID3
* xyz 1 1
N 0.45098 0.15983 0.70025
H 1.06002 0.79868 0.16392
H 0.93915 -0.72263 0.88508
H 0.24179 0.56227 1.62418
H -0.43488 -0.09442 0.22421
H -2.37917 0.42024 -4.21410
H -3.19668 -0.78261 -3.74889
O -2.71373 -0.01531 -3.42191
H 2.59041 2.36375 -0.09418
H 2.11559 2.76889 -1.46809
O 2.06736 2.03653 -0.83890
H 2.11349 -2.46631 0.19998
H 2.81428 -2.79387 1.51156
O 1.93962 -2.67309 1.12508
H -2.01401 -1.53739 -0.92750
H -1.92627 -0.21901 -1.69298
O -1.58931 -0.67483 -0.90257
H -0.75102 0.43680 4.21230
H -0.71522 1.69493 3.35681
O -0.61239 0.73755 3.30574
*
```

Values from the calculation:
Frontier orbital gap: 0.4488 Ha
Lowest unoccupied orbital energy: -2.78 eV
DFT total energy: -11949.9111 eV
Relative energy (zero: lowest compared OMol25 entry of this formula, charge and spin): 11.8 kcal/mol

# 2
Molecular formula: C2H2FN3S
Method: DFT, ωB97M-V with the def2-TZVPD basis set

```
! RIJCOSX wB97M-V def2-TZVPD def2/J DEFGRID3
* xyz 0 3
C 0.26493 -0.30143 -0.20578
C -0.07419 0.18770 1.28534
N -0.04846 0.87610 -0.92664
N -0.34821 1.43102 1.17931
N -0.30997 1.80902 -0.17531
F 0.06665 -0.50506 2.33514
S 0.12840 -1.79131 -1.35753
H 1.31345 -0.26130 -0.31152
H -0.99259 -1.44473 -1.82301
*
```

Values from the calculation:
Frontier orbital gap (alpha / beta): 0.2324 / 0.1780 Ha
Lowest unoccupied orbital energy (alpha / beta): 0.24 / -4.60 eV
DFT total energy: -20121.6414 eV
Relative energy (zero: lowest compared OMol25 entry of this formula, charge and spin): 42.8 kcal/mol

# 3
Molecular formula: C5H7ClN5
Method: DFT, ωB97M-V with the def2-TZVPD basis set

```
! RIJCOSX wB97M-V def2-TZVPD def2/J DEFGRID3
* xyz 1 3
C -0.98854 2.27946 0.43785
C 1.24773 -1.17074 0.16308
C 1.93171 0.11268 0.03687
C -0.07897 -1.24624 0.50160
C -0.70821 0.99016 -0.22509
N -1.24637 3.32350 0.79806
N 1.25768 1.15898 -0.28827
N -0.81943 -0.10326 0.70376
N -0.59862 -2.44070 0.76559
N -1.20081 0.92929 -1.51204
Cl 3.65833 0.24884 0.25223
H 1.73392 -2.04236 -0.13229
H 1.77800 1.99546 -0.50234
H -1.34926 0.01056 1.59549
H -0.11733 -3.24183 0.38886
H -1.56727 -2.65540 1.01020
H -1.68884 1.76663 -2.03341
H -1.24370 0.08496 -1.96014
*
```

Values from the calculation:
Frontier orbital gap (alpha / beta): 0.2059 / 0.2856 Ha
Lowest unoccupied orbital energy (alpha / beta): -4.05 / -6.73 eV
DFT total energy: -25259.7506 eV
Relative energy (zero: lowest compared OMol25 entry of this formula, charge and spin): 0.0 kcal/mol

# 4
Molecular formula: As6CuF36
Method: DFT, ωB97M-V with the def2-TZVPD basis set

```
! RIJCOSX wB97M-V def2-TZVPD def2/J DEFGRID3
* xyz -4 2
Cu 6.51505 -12.71758 12.62762
As 5.51534 -10.50542 10.47300
F 4.98814 -8.76450 10.63248
F 5.36177 -10.45535 8.72590
F 6.00205 -12.26275 10.48241
F 5.94507 -10.62234 12.23496
F 3.80102 -10.96692 10.73907
F 7.19694 -9.98016 10.26096
As 9.63599 -13.50162 10.51596
F 10.51439 -14.85620 11.39949
F 8.44166 -13.25146 11.78511
F 8.80531 -12.21496 9.47636
F 10.84708 -13.66616 9.19241
F 8.50436 -14.69583 9.81745
F 10.58222 -12.18743 11.30792
As 5.01023 -15.92904 11.14497
F 4.25218 -17.26891 10.19445
F 6.10424 -15.43627 9.87400
F 5.83303 -14.60717 12.11442
F 3.90071 -16.16982 12.47466
F 6.19839 -17.06529 11.81973
F 3.82512 -14.75298 10.50789
As 8.25702 -9.92201 14.87441
F 7.24962 -8.92267 13.85219
F 9.69238 -9.59906 13.86570
F 9.30645 -11.00403 15.87696
F 6.87287 -10.28812 16.01754
F 7.79667 -11.32097 13.82023
F 8.56791 -8.51975 16.01676
As 3.09122 -12.21826 14.51492
F 3.20813 -13.78854 15.41863
F 1.29690 -12.10645 14.92610
F 2.96271 -10.69720 13.61080
F 4.88815 -12.39194 13.94460
F 2.62896 -13.25542 13.12863
F 3.82276 -11.40958 16.00571
As 8.05984 -14.94592 15.27501
F 7.17696 -13.72916 14.32499
F 9.57905 -13.94952 15.21973
F 8.87894 -16.16160 16.26966
F 6.65269 -16.04583 15.25726
F 8.59330 -15.68184 13.72307
F 7.54904 -14.09397 16.76963
*
```

Values from the calculation:
Frontier orbital gap (alpha / beta): 0.4236 / 0.3364 Ha
Lowest unoccupied orbital energy (alpha / beta): 8.79 / 6.41 eV
DFT total energy: -507518.2734 eV
Relative energy (zero: lowest compared OMol25 entry of this formula, charge and spin): 74.5 kcal/mol

# 5
Molecular formula: C10H15CaClN5O4
Method: DFT, ωB97M-V with the def2-TZVPD basis set

```
! RIJCOSX wB97M-V def2-TZVPD def2/J DEFGRID3
* xyz 1 1
Ca 4.28826 1.07753 0.44256
Cl 0.48390 0.85027 0.00342
O -0.56446 -0.08626 0.26478
O 0.22137 2.05753 0.75229
O 1.74678 0.33690 0.50993
O 0.63924 1.16107 -1.40745
C 0.51884 -2.26886 -1.90139
C 1.30682 -3.47902 -1.70225
N 2.03750 -4.34319 -1.51360
H -0.40208 -2.23995 -1.32523
H 0.30738 -2.12578 -2.96063
H 1.11258 -1.40523 -1.60450
C 1.07808 -0.04143 4.39091
C 0.54839 -1.36324 4.71594
N 0.19555 -2.43994 4.88623
H 0.56157 0.67737 5.02710
H 0.95578 0.14975 3.32854
H 2.10243 -0.08811 4.76744
C -2.19433 1.45846 -3.01650
C -3.49717 1.44675 -3.66398
N -4.52324 1.38357 -4.17385
H -1.72114 0.48995 -2.89678
H -2.37889 1.91123 -2.04015
H -1.57092 2.14330 -3.59191
C 1.07227 4.52174 -1.00277
C 2.21908 3.67592 -0.70525
N 3.07985 2.95249 -0.47920
H 1.50716 5.46113 -1.35052
H 0.52382 4.61147 -0.06638
H 0.47703 4.08529 -1.80163
C -1.65597 -3.09772 1.75029
C -1.71293 -4.04660 0.60177
N -1.79191 -4.78562 -0.27366
H -2.53631 -2.45937 1.79204
H -0.81292 -2.42204 1.63188
H -1.62142 -3.75939 2.61251
*
```

Values from the calculation:
Frontier orbital gap: 0.2295 Ha
Lowest unoccupied orbital energy: -6.87 eV
DFT total energy: -57199.1483 eV
Relative energy (zero: lowest compared OMol25 entry of this formula, charge and spin): 139.9 kcal/mol

# 6
Molecular formula: C7H16
Method: DFT, ωB97M-V with the def2-TZVPD basis set

```
! RIJCOSX wB97M-V def2-TZVPD def2/J DEFGRID3
* xyz 0 1
C -0.39098 0.28507 0.40142
C -0.24696 0.61159 -1.06088
C -0.54554 2.12864 -1.18143
C -1.17055 -0.35026 -1.70474
C 1.16946 0.50387 -1.45816
H 0.53335 0.53742 1.09414
H -1.30081 0.60614 1.06519
H -0.54560 -1.02195 0.35761
H -0.59968 2.47608 -2.24603
H -1.60374 2.51736 -0.66933
H 0.24963 2.62674 -0.60943
H -0.78592 -0.25971 -2.79996
H -2.28883 -0.33655 -1.77642
H -0.77003 -1.53567 -1.46464
H 1.22111 -0.63027 -1.72441
H 1.68729 1.20353 -2.39714
H 1.74187 0.82766 -0.60612
C -0.00709 -1.38123 2.52900
C 1.20148 -1.87530 2.70565
H -0.25024 -0.36865 2.79242
H -0.80120 -1.95916 2.05588
H 2.01601 -1.32881 3.16094
H 1.43790 -2.88843 2.38216
*
```

Values from the calculation:
Frontier orbital gap: 0.3793 Ha
Lowest unoccupied orbital energy: 0.79 eV
SMILES string: CC(C)(C)C.C=C
DFT total energy: -7514.1226 eV
Relative energy (zero: lowest compared OMol25 entry of this formula, charge and spin): 110.1 kcal/mol

# 7
Molecular formula: C2Cl2N2P
Method: DFT, ωB97M-V with the def2-TZVPD basis set

```
! RIJCOSX wB97M-V def2-TZVPD def2/J DEFGRID3
* xyz 1 1
C -0.93173 -0.18284 -1.25303
C -0.75560 -0.66020 1.36727
N -1.90396 -0.21796 -1.87888
N -1.74629 -0.86795 1.91777
P 0.46486 -0.76982 -0.06788
Cl 3.44817 1.39046 -0.23624
Cl 1.42455 1.30831 0.15099
*
```

Values from the calculation:
Frontier orbital gap: 0.3135 Ha
Lowest unoccupied orbital energy: -8.54 eV
DFT total energy: -39374.8323 eV
Relative energy (zero: lowest compared OMol25 entry of this formula, charge and spin): 2.5 kcal/mol